Computed, not measured: the molecule C5H10N2O, with ωB97M-V with the def2-TZVPD basis set.

Last column: Mulliken charge in e.
Positions of all 18 atoms, in Å:
C  -0.61  -1.09  1.83  -0.82
C  -1.98  0.49  -1.42  -0.36
N  -1.25  0.33  -0.41  -0.45
H  -1.59  -0.66  1.65  0.33
H  -0.73  -2.02  2.39  0.30
H  -0.03  -0.39  2.43  0.23
H  -1.78  0.05  -2.41  0.25
H  -2.85  1.12  -1.33  0.28
C  1.10  0.53  -0.56  0.74
C  -0.06  -0.45  -0.51  0.00
C  1.49  1.30  0.44  -1.13
O  1.69  0.53  -1.79  -0.49
N  -0.01  -1.44  0.56  -0.35
H  2.41  1.17  -1.81  0.33
H  0.95  -1.74  0.69  0.30
H  -0.02  -1.02  -1.47  0.33
H  0.97  1.30  1.38  0.23
H  2.32  1.98  0.34  0.27

The LUMO energy is 0.81 eV. Its SMILES is C=N[C@H](NC)C(=C)O. Its energy above the lowest of the compared OMol25 structures with the same formula, charge and spin is 53.8 kcal per mole. Its net charge is 0. As for the max |F|: 0.94 eV/Å. The orbital gap comes out at 9.34 eV.